Record 1
104
Properties=species:S:1:pos:R:3:lowdin_charge:R:1 method="wB97M-V/def2-TZVPD" spin_multiplicity=4 e_tot_ev=-279540.628 e_homo_ha="-0.2432 / -0.2729" lumo_ev="-0.8695 / -1.9158" s2=3.93
H -3.8202 0.2328 -5.9759 0.1046
C 0.6080 -3.2928 -0.2394 -0.3930
C -1.9160 2.4384 0.4708 -0.6766
H 3.9164 -1.1314 3.5379 0.1550
C -3.6706 -2.3554 4.5806 -0.1478
H 3.8721 0.1965 -3.0724 0.1247
H -3.2784 -0.8105 -2.7921 0.0608
C 2.4532 -0.2609 2.0508 -0.2720
H -5.4537 3.9556 0.0367 0.1022
Re -0.2161 -0.4511 -0.2415 1.1319
H -4.9672 0.8699 4.1340 0.1459
Br -0.0752 -5.3990 -2.0556 0.8233
H -2.6295 -2.7639 1.3541 0.1148
H 0.5800 -2.7371 5.0247 0.0762
C -3.0025 1.6190 0.1573 -0.4002
As -2.6416 -0.2829 0.0713 1.2469
C -2.1239 3.8041 0.6510 -0.1148
O -0.2577 -2.5429 -0.8054 -0.1980
H -0.8920 -3.0912 -4.5320 0.0754
C -4.2687 2.1683 0.0015 -0.0834
C 4.1659 -0.2274 0.2682 0.0100
N 0.6131 -1.7252 1.4333 0.0510
C -0.2665 -3.1578 4.4977 -0.0248
C -2.0050 0.2788 4.0842 -0.2889
C 2.8078 -0.2269 0.5794 -0.1756
C -3.0162 -0.7902 1.9192 -0.3035
H -3.3667 2.2015 -4.5565 0.1141
H -2.4796 -3.7061 3.4897 0.1400
H -3.5358 5.4090 0.6241 0.1045
H 5.6433 -0.1224 -1.2831 0.1157
C -2.7987 -2.0763 2.1807 -0.0608
C -3.0936 0.0437 5.1810 -0.1164
H -0.8995 1.9972 3.3701 0.0430
H 2.3165 1.0981 3.7146 0.0947
H 4.4614 -3.0989 2.2642 0.0644
N -0.0345 0.0475 -2.2632 -0.0661
H 0.5437 -2.0573 -4.5786 0.0926
C -3.6316 -1.3193 5.6498 -0.0966
N 0.1187 -0.1958 3.1631 0.1949
C 3.4936 -2.6552 2.0814 0.0007
C -4.1980 0.1016 4.1051 -0.1263
C -1.4445 2.5153 -2.7102 -0.0319
C 3.1356 -1.4258 2.8353 -0.2107
H 2.1070 1.8638 2.1411 0.0514
H 0.1203 -3.7858 3.6845 0.0954
C -0.8992 -0.7198 3.7722 -0.1597
H -5.0979 1.5206 -0.2576 0.1009
H -0.8183 -3.8187 5.1736 0.0923
C -2.2745 -0.9498 -5.0758 -0.0606
C -2.7939 1.2913 -4.4215 -0.0490
S -0.2664 1.8120 0.6113 0.6750
H 4.8831 -0.3200 1.0723 0.1291
H -2.3311 3.1193 -2.5148 0.0837
H -7.4336 -1.8289 -0.3128 0.1022
C 2.6712 1.1079 2.6842 -0.0055
C 1.1309 -0.9687 2.5420 -0.4695
C 3.6319 0.0546 -2.0288 0.0219
H -3.7331 -1.5780 6.6950 0.1313
H -0.7612 1.7152 5.1105 0.0930
C -3.1429 0.2572 2.9785 -0.1587
C -4.1925 -1.0304 -2.2553 -0.0825
H -7.4003 -1.9752 -2.7774 0.1021
C 1.2764 -2.7725 0.9275 -0.1648
C -5.3406 -1.4012 -2.9395 -0.0663
C 2.3023 0.0119 -1.6679 -0.1529
H 2.2735 -6.2389 -0.5316 0.0931
H -0.1756 -2.5025 -3.0313 0.0273
C -4.7033 -1.2728 4.5547 -0.0997
H -5.7563 -1.5146 4.6112 0.1307
C -6.5245 -1.6030 -0.8561 -0.0844
O 1.8921 -1.7073 3.5084 0.0024
C -1.1979 -2.1164 3.9831 -0.0908
C -2.5632 -2.6219 3.5665 -0.2001
N 1.8879 -0.1632 -0.4008 0.0120
C 2.0295 -5.2529 -0.1642 -0.1900
H -3.0641 0.7776 5.9835 0.1422
C -0.3999 -2.2428 -4.0585 -0.0367
Br 4.4247 -5.5384 1.2626 0.8014
C -1.0506 0.0856 -3.2806 -0.2090
C -1.4444 1.6880 4.2589 -0.0253
C -1.2648 -1.0198 -4.1241 -0.2086
H -5.3833 -1.1666 0.9138 0.0955
C -4.2117 -0.9397 -0.8673 -0.3414
H -3.2252 1.2379 2.5141 0.1170
C 2.5621 -3.3381 1.3158 -0.1868
C 1.2423 0.1588 -2.7233 -0.4561
H -0.9537 2.2850 -1.7727 0.0003
H -5.3197 -1.4682 -4.0200 0.1018
C -3.0456 0.1917 -5.2197 -0.0945
O 1.5719 0.3793 -3.8766 0.0887
H 3.7309 1.3714 2.6616 0.0890
H -4.1002 -3.2827 4.9439 0.1438
H -2.2647 2.3879 4.4355 0.0944
C -3.3903 4.3438 0.4958 -0.0796
H -2.4422 -1.8011 -5.7249 0.1129
C -5.3801 -1.2313 -0.1673 -0.1103
H -0.7451 3.1140 -3.3002 0.0988
C -6.5052 -1.6846 -2.2421 -0.0841
C 0.9302 -4.5929 -0.6773 -0.5835
C -1.7881 1.2612 -3.4615 -0.2053
C -4.4662 3.5315 0.1639 -0.0802
C 2.8439 -4.6191 0.7494 -0.5823
H -1.2792 4.4349 0.9005 0.1038
C 4.5891 -0.1037 -1.0414 -0.0154

---

Record 2
109
Properties=species:S:1:pos:R:3:lowdin_charge:R:1 method="wB97M-V/def2-TZVPD" spin_multiplicity=5 e_tot_ev=-166591.539 e_homo_ha="-0.2657 / -0.2846" lumo_ev="-1.5346 / -2.8388" s2=6.10
C 3.5044 0.2607 5.2307 -0.0901
C 1.9292 4.5498 -3.4871 -0.0872
C 1.1386 5.9220 0.4046 -0.1166
C 1.3720 -3.1586 3.1745 0.0291
C 3.5922 2.3444 -3.5094 -0.0315
H -3.3608 -5.2104 4.8625 0.1212
C -3.5919 -6.7188 3.3281 -0.6654
C -0.2238 3.2321 3.8037 -0.1441
C -1.4575 -4.0304 -0.5741 -0.1960
H 1.8983 -3.1935 4.1149 0.1181
C 1.2148 0.0413 -3.1509 -0.2236
C -2.5303 -0.2488 -0.0503 -0.5599
Cl -5.7765 -1.7405 -7.7289 0.5937
C -1.4125 -2.2496 -3.5918 -0.0485
C 3.2756 -1.0213 3.1743 -0.2397
C 1.4833 3.3380 -2.9793 -0.0189
H 3.7860 2.4694 -0.5266 0.1250
C -2.0059 -5.1018 1.7010 -0.1888
H 4.5572 -2.7535 2.9565 0.1400
H 5.0538 3.5471 -4.3816 0.1042
C -3.2914 -7.1433 2.0812 -0.1059
C -3.1750 -5.4715 3.8064 -0.0724
C 3.5463 0.8403 0.8781 0.0103
H 1.8603 5.6235 -0.3510 0.0726
C 0.4094 -4.0172 2.8105 -0.0126
C 4.5793 -0.5516 5.5537 -0.6423
C 2.3376 0.6835 -1.0639 -0.1784
H -0.6007 0.8302 1.4805 0.0431
H -2.0855 3.1421 -0.6668 0.0480
N 1.9434 -0.3824 -0.2845 0.0618
C 1.5722 -2.2956 2.0043 -0.1956
C -2.3656 -2.8751 -5.8369 -0.0083
C 2.2048 4.6072 2.0943 -0.1192
H -3.5232 -8.1394 1.7271 0.1153
Co 0.3515 -1.5902 -0.6518 0.7051
H -1.2606 5.8232 2.3537 0.0650
H -2.9144 4.8021 -0.6764 0.1036
C 2.2983 2.2402 -3.0093 -0.2100
H 1.3846 6.8853 0.8439 0.0865
C 1.8836 0.9156 -2.4089 -0.0449
C 4.0459 3.5242 -4.0330 -0.1114
N -1.4698 -0.7766 -0.1670 0.0592
P -0.1117 3.6375 1.0709 0.5074
H 0.5262 3.2271 -2.5167 0.1087
H -2.6525 4.7024 2.6286 0.0908
Cl 3.8478 6.1126 -4.5584 0.6691
H 3.1994 1.0433 5.9436 0.1185
C 4.9605 -1.5921 4.7263 -0.0989
H -1.4856 -3.4225 -6.1238 0.1172
H 5.7182 -2.2636 5.1235 0.1046
C -2.0884 5.3080 1.8557 -0.0873
H 0.2328 6.0388 -0.1980 0.0799
H -1.2774 3.1817 4.1769 0.0875
C -2.6713 -4.6044 -1.2119 0.0299
H -0.7182 0.8044 3.2528 0.0855
C -1.5576 -3.1179 -2.5522 -0.1757
H -0.0236 -4.7784 3.4356 0.1106
C 3.2774 1.5066 -0.3034 0.0067
H 0.1426 4.2465 3.9165 0.0639
N 0.9563 4.8890 1.4025 -0.2997
N 0.6910 -2.6518 1.0224 0.0653
C -2.7208 -4.0455 -2.4633 0.0326
C -1.1598 -4.2536 0.8522 -0.0190
N -0.8280 -3.2022 -1.3533 0.0755
H -3.2995 -5.4589 -0.8807 0.1125
C 2.8566 -0.0153 4.0536 -0.0201
C -0.0471 -3.7381 1.4509 -0.1974
H 4.1989 1.1347 1.6831 0.1101
C -0.3465 -1.3236 -3.7267 -0.2300
H -3.5243 -4.1544 -3.1495 0.1043
H 4.2663 1.4965 -3.3594 0.1348
H -2.7708 6.0226 1.3194 0.0925
H 2.1914 3.6251 2.5725 0.0651
H -3.7412 -1.1837 -3.2855 0.1246
C -4.7568 -1.5473 -5.1550 -0.0676
H -2.0676 -3.7206 3.1874 0.1260
H 3.0261 4.6363 1.3539 0.0816
C -2.4407 -6.3689 1.3129 -0.0302
H -2.1043 -6.8130 0.4004 0.1132
Cl 5.4265 -0.3808 7.0940 0.6356
C 2.4605 -1.2363 1.9687 -0.0448
H -3.3776 3.5162 0.4014 0.0813
C -3.7362 -1.6713 -4.2338 -0.0089
H -3.2807 -3.1338 -7.8252 0.0939
C -0.1187 -0.5382 -4.8480 -0.0061
C -3.3874 -2.7623 -6.8307 -0.0800
H 2.0570 0.6574 3.7167 0.1210
N -0.1076 2.7042 2.4430 -0.2839
N -1.5289 4.4229 0.7929 -0.3194
H -1.9784 1.6400 2.3762 0.0877
H -0.5775 -0.4622 -5.8253 0.1212
H 1.3494 1.1110 -5.1626 0.1234
H 0.3598 2.6658 4.5599 0.0774
C -2.5001 3.9118 -0.1041 -0.1233
H 1.2864 5.4603 -3.4030 0.1273
O -3.5614 0.3149 0.0537 0.0224
C -4.5515 -2.0903 -6.4578 -0.5912
Cl -4.7138 -7.6264 4.3039 0.6653
H -5.6770 -1.1108 -4.9006 0.0909
C 2.6268 -0.2757 0.8988 -0.2032
C 4.2987 -1.8457 3.5237 -0.0227
C 3.2253 4.6187 -3.9462 -0.6815
C -0.8944 1.4307 2.3505 -0.0910
O 0.1861 2.7390 -0.0723 -0.2690
H 2.4335 5.3662 2.8638 0.0875
N 0.4907 -1.0444 -2.7310 0.1163
C -2.5347 -2.3342 -4.5672 -0.2158
C 0.8620 0.3567 -4.5512 0.0578
C -2.4119 -4.7125 2.9526 -0.0508

---

Record 3
102
Properties=species:S:1:pos:R:3:lowdin_charge:R:1 method="wB97M-V/def2-TZVPD" e_tot_ev=-196286.399 e_homo_ha="-0.2044 / -0.2052" lumo_ev="-0.7646 / -0.7662" de_lowest_ev=6.138
H 2.5306 1.0766 -3.2677 0.0124
H -4.5839 -4.9942 -4.2235 0.1012
N -1.2125 0.5190 -1.6788 -0.0581
H 3.2821 0.8053 -0.4816 0.0831
Se 1.3296 -3.6963 -3.5560 0.8477
Cd 0.5209 -0.7010 -1.4808 1.3274
H -3.1175 0.6550 -4.3863 0.1073
H -2.7833 -3.9059 -2.9226 0.1161
C 1.6176 2.6368 6.3843 -0.0790
H 3.2991 2.7690 7.7051 0.0984
H -2.6366 -2.7770 2.1828 0.1059
C -0.4216 -1.2598 3.2408 -0.1612
H 0.9632 3.1839 7.0474 0.1027
C 1.5265 1.0652 2.9825 -0.0609
C 2.9908 -2.8055 -0.1211 -0.1991
H -2.1520 -0.0647 2.8148 0.1257
C -2.0950 -0.0987 -2.5267 -0.3132
N 0.5488 1.5331 0.7928 0.0866
H 2.6425 -2.3813 2.5113 0.0303
H 2.3895 1.6042 -4.9789 0.0236
N 0.9786 -0.6189 1.4239 -0.0038
H -2.6363 0.4346 5.1618 0.1031
H 4.7499 1.3950 6.2631 0.1016
H -2.4828 7.5783 -2.5053 0.0980
C 1.9852 1.4888 4.2954 -0.1510
C -0.1081 -1.3012 1.7840 -0.0869
C -0.1623 3.6360 1.1249 0.0014
C -4.7795 -1.2301 -3.4320 -0.0367
H -2.0383 2.9976 -3.7010 0.1140
C 0.3665 -1.7869 4.2572 -0.0251
H -0.5581 4.6114 0.9207 0.1075
H 3.8969 0.5597 4.1063 0.0999
H 1.4076 -1.9767 -5.9730 0.0516
C 3.1539 0.1241 1.5694 -0.0645
H 3.2143 -5.3983 -3.7301 0.0176
C 1.1877 0.3028 0.2990 -0.3345
C 0.7348 1.8579 2.1500 -0.1497
H -2.8985 3.8425 -0.4752 0.1297
H 3.9625 -4.4500 0.6685 0.1209
H 0.6983 4.7204 -2.5975 0.1120
C -0.0516 2.5928 0.1586 -0.1227
C 3.7089 -3.4237 0.9562 -0.1993
C -0.2879 5.0142 -2.2617 -0.0320
C -1.1342 1.8177 -2.0034 -0.2889
C 2.9257 2.3919 6.7654 -0.0931
C -4.6395 -3.9379 -3.9980 -0.0837
H 1.2230 2.1785 -3.7632 0.0041
C -2.5929 -1.3626 -2.2276 -0.0773
H 4.6377 -2.8637 1.1058 0.1256
C -0.5858 2.7725 -1.1418 -0.0959
C -2.3137 4.5324 -1.0695 -0.0435
N -0.9960 -1.6546 -0.4406 -0.0235
C 1.1465 2.1824 5.1691 -0.0421
C 2.8830 -3.4118 2.2454 -0.0891
C 3.7427 1.6293 5.9477 -0.0806
H 3.4564 -3.8647 3.0520 0.0829
N 2.4354 -2.3167 -0.9978 0.1115
H 4.1690 0.1474 1.9213 0.0955
C 2.5907 -2.3102 -4.2057 -0.5858
C -0.9813 -0.6906 5.9166 -0.0924
C -1.9085 2.0467 -3.2138 -0.0010
C 0.2712 3.1779 2.3349 0.0194
H -4.0031 -2.9112 -0.1204 0.1030
C -0.8082 6.2461 -2.6228 -0.0859
H 2.1805 -5.7079 -2.3140 0.0180
H -4.8545 -0.1837 -3.1737 0.1102
H 3.3841 -4.3986 -2.2576 -0.0063
H 3.4259 -2.8527 -4.6558 0.0676
C -2.0736 6.6230 -2.2102 -0.0962
H 2.7017 -0.7833 -5.7300 0.0654
H -1.1872 -0.4531 6.9492 0.1017
H -0.2270 6.9091 -3.2447 0.0984
C -2.4869 0.8626 -3.5409 -0.0394
C -3.6351 -3.3348 -3.2668 -0.0286
H -6.6242 -1.2533 -4.5133 0.1019
C -1.7950 -0.1947 4.9141 -0.0820
Se 0.6242 -0.1366 -4.4635 0.9346
C -2.1770 -1.9668 -0.9767 -0.2590
C -5.7820 -1.8366 -4.1648 -0.0831
C -2.3144 -2.4585 1.2100 -0.0181
C 1.9502 -1.3945 -5.2243 -0.5540
C 2.7036 0.4636 0.3641 -0.0904
H -3.8191 6.0453 -1.1078 0.1013
H 0.7410 -1.8767 6.3593 0.1047
C 0.0940 -1.4944 5.5830 -0.0699
H 2.9500 -1.7603 -3.3314 0.0250
H 0.3222 3.7375 3.2472 0.1045
H -6.4959 -3.6636 -5.0322 0.0981
C -1.0367 4.1514 -1.4779 -0.2495
C -5.7118 -3.1893 -4.4588 -0.0962
C 3.2710 1.1691 4.7359 -0.0139
H 1.9570 -3.9687 2.1121 0.0874
C -3.0057 -2.5474 0.0287 -0.0089
H 0.1098 2.3288 4.9112 0.1069
C 1.8469 1.3437 -4.0732 -0.3715
C 1.9654 -0.2018 2.4228 -0.2042
H 1.1988 -2.4293 4.0248 0.0902
C -3.6813 -1.9679 -2.9845 -0.1862
C 2.6908 -4.9425 -2.8926 -0.4120
C -2.8258 5.7637 -1.4259 -0.0792
C -1.5218 -0.4775 3.5891 -0.0295
C -1.0589 -1.8523 0.9102 -0.2457

---

Record 4
107
Properties=species:S:1:pos:R:3:lowdin_charge:R:1 method="wB97M-V/def2-TZVPD" spin_multiplicity=4 e_tot_ev=-298600.780 e_homo_ha="-0.3672 / -0.3672" lumo_ev="-3.0932 / -4.8897" de_lowest_ev=0.000 total_charge=+1 s2=3.78
H 2.8862 2.5854 -0.4338 0.1358
H 2.7957 -1.1900 3.6052 0.1157
Tc 2.5620 -1.3855 -0.8905 0.7362
C 2.9391 -0.1993 3.1957 0.0122
C 0.5044 -5.5366 -1.0504 -0.0531
H -2.9252 2.5586 -0.3498 0.0602
H 3.3095 -4.2258 5.1856 0.1097
H -2.7466 6.4609 -2.1651 0.0920
Te 3.3875 0.3876 -4.3183 0.3362
C 3.2661 2.3505 2.1111 -0.0500
H -1.9930 -2.6307 -1.5578 0.1137
C 4.2411 -6.0050 -0.5314 -0.0809
H -2.7388 -0.6711 0.1063 0.0944
H 4.9145 -3.4985 1.2916 0.1045
H 5.4905 -7.7402 -0.6324 0.1101
C 3.0130 1.2504 1.2602 -0.1421
Te 5.5382 0.5070 -2.7633 0.3538
H -3.4343 1.1165 -1.2184 0.0585
H 2.0219 4.5324 -2.9979 0.1076
C 0.6953 3.1321 -2.0618 -0.1388
H 6.0153 -7.4397 -3.0270 0.1102
C -2.1265 -0.3259 0.9329 -0.1304
H 3.5835 -3.9292 -3.1349 0.0293
As -4.3545 4.0838 -2.5230 1.2999
Cl 3.6750 3.4991 4.5202 0.6841
C 3.1879 0.8787 4.0031 -0.0712
C 1.4093 4.3189 -2.1314 -0.0803
C 3.6960 -4.9294 -1.2300 -0.3564
H -0.8609 3.6141 0.9100 0.1064
H -1.1050 -6.8221 -1.6335 0.1132
H -3.0627 -1.6605 2.3180 0.1075
Se 2.1565 -1.5299 -3.3928 -0.0485
C -2.4210 6.8670 -0.0889 -0.0974
H 5.0486 -5.5372 -4.2739 0.1111
H -8.8108 0.8760 -0.5821 0.1029
H -0.1171 -1.1551 -1.2791 0.0134
C 4.0742 -3.7617 1.9255 -0.1039
H -1.6839 -0.9071 4.2358 0.1065
C -2.9529 6.1449 -1.1483 -0.1320
C 3.9922 -4.7667 -2.5829 -0.1051
C -1.6882 -4.7564 -1.6428 -0.0497
P 2.6038 -3.7387 -0.4118 0.9780
H -2.2945 7.0546 2.0439 0.1045
H -8.6183 3.2560 0.0624 0.1057
C 0.9097 -4.2239 -0.8218 -0.3059
C 1.7516 -4.3411 2.1836 -0.0691
C 3.1731 -4.1674 4.1141 -0.0755
C -0.0027 -3.1875 -0.9893 -0.3068
C 2.7967 1.5385 -0.1206 -0.1851
C -7.8614 2.8001 -0.5621 -0.0802
C -5.9280 1.6530 -2.1769 -0.1329
H 0.4451 5.6806 0.8139 0.1077
C -3.4982 5.3788 1.4549 -0.0831
H 4.0188 -6.1441 0.5178 0.1052
C -7.0048 0.8948 -1.7387 -0.0869
H 0.7763 -4.5398 1.7576 0.1049
C 3.3576 2.1647 3.4597 -0.6616
O 2.6294 -1.1155 1.0813 -0.2719
H 1.2161 -6.3443 -0.9331 0.1170
C -1.5376 -0.4724 3.2563 -0.0749
C 2.8241 -4.0204 1.3627 -0.3678
H 0.7602 2.4125 -2.8721 0.0886
C -5.7968 2.9871 -1.8019 -0.4252
C -0.5819 0.5108 3.0632 -0.0680
H 1.9102 6.1473 -1.1246 0.1078
C -2.8857 2.7580 -2.5102 -0.4387
H 0.2154 -1.5878 0.2604 0.0988
C -0.7931 -5.8029 -1.4524 -0.0558
H -2.0057 3.3804 -2.6963 0.0426
H 0.0262 0.8477 3.8917 0.1059
C -0.3968 1.0787 1.8080 -0.0890
C 5.0719 -6.9074 -1.1799 -0.0641
H -6.7256 4.6035 -0.7266 0.1033
H 0.3645 1.8367 1.6879 0.0860
H 1.0930 -4.6765 4.1955 0.1088
C 4.8192 -5.6714 -3.2259 -0.0620
C 5.3626 -6.7394 -2.5246 -0.0643
P -1.0170 1.2621 -1.0099 1.0803
C 1.3433 5.2267 -1.0823 -0.0740
H 3.2471 0.7527 5.0758 0.1152
H -7.0929 -0.1409 -2.0409 0.1018
C -0.1007 2.8389 -0.9526 -0.3966
C 1.9288 -4.4172 3.5606 -0.0665
C -1.2982 -3.4472 -1.4093 -0.0127
H 5.2220 -3.6473 3.7245 0.1128
C 4.2496 -3.8422 3.2940 -0.0677
H -5.1942 1.1966 -2.8321 0.0931
H -2.6953 -4.9610 -1.9772 0.1136
C 2.8567 -0.0445 1.7965 -0.3222
C -1.1756 0.6812 0.7247 -0.3806
C -6.7870 3.5573 -1.0051 -0.1296
H -3.0095 2.1154 -3.3844 0.0602
C -2.6936 6.4846 1.2155 -0.0949
H -1.8033 7.7333 -0.2846 0.1057
C -0.1974 3.7809 0.0705 -0.0870
C -3.7590 5.0312 -0.9207 -0.4165
H -4.6705 3.8088 0.5988 0.0979
Se 5.0367 -1.2807 -1.1378 -0.0271
C -2.3109 -0.8948 2.1820 -0.0761
C -7.9704 1.4647 -0.9227 -0.0875
H 3.3649 3.3396 1.6829 0.1219
C -4.0291 4.6579 0.3940 -0.1293
C 0.5311 4.9605 0.0117 -0.0750
N 0.4166 -1.8241 -0.7150 -0.0526
C -2.7279 1.9477 -1.2352 -0.4094
O 2.4774 0.7189 -0.9982 -0.2846
H -3.7182 5.0773 2.4709 0.1053

---

Max |F| list, top to bottom, in eV/Å: 1.632; 3.513; 2.099; 0.367